Computed, not measured: a single C5H8N2 molecule in a non-equilibrium geometry, with wB97M-V/def2-TZVPD.

LUMO, eV: 0.94
Total energy, Ha: -304.65933
Structure (SMILES): C1=NC[C@@H]2CCN12
Energy above the lowest of the compared OMol25 structures with the same formula, charge and spin, kJ/mol: 462.5
Molar mass, g/mol: 96.13
2S+1: 1
E_HOMO, eV: -9.1

Geometry (Å):
N 0.38169 -0.64318 0.82172
N -1.63686 -0.42918 -0.47470
C -0.61405 -1.23102 -0.15616
C -1.21039 0.88804 0.10535
C 1.06733 0.84063 -0.63126
C 0.13003 0.81550 0.63006
C 1.59779 -0.54017 -0.13863
H 1.83045 1.66573 -0.77851
H 0.41978 1.59577 1.40901
H 2.30918 -0.72681 0.50800
H -0.88676 -2.30184 -0.02616
H -1.90783 1.28023 0.73342
H -0.91255 1.96029 -0.62384
H 1.69064 -1.35543 -0.82331
H 0.41904 0.75071 -1.68390